DFT (ωB97M-V/def2-TZVPD) results for C43H37AsFN4Pt as an isolated structure.

Highest occupied orbital energy (alpha / beta) = -15.340 / -15.921 eV
Charge = +3
Electronic energy = -4333.7851 hartree
⟨S²⟩ = 6.04
2S+1 = 5

Each line ends with the Löwdin spin population.
Element x y z (Å)
1 Pt -0.400 0.564 -0.032  1.48
2 C -0.005 -0.763 2.675  0.01
3 N 0.857 -0.169 1.611  0.17
4 C 1.718 -1.192 0.970  0.01
5 C 0.903 -2.118 0.102  0.01
6 C 1.181 -3.468 -0.011  0.00
7 C 0.392 -4.252 -0.843  0.00
8 C -0.659 -3.664 -1.528  0.00
9 C -0.882 -2.310 -1.362  0.02
10 N -0.110 -1.556 -0.573  0.12
11 C 1.655 0.969 2.119  0.01
12 C 0.756 2.104 2.557  0.01
13 C 1.127 2.964 3.576  0.00
14 C 0.275 4.008 3.909  0.00
15 C -0.925 4.142 3.226  0.00
16 C -1.221 3.230 2.227  0.01
17 N -0.395 2.239 1.891  0.10
18 C -1.494 -0.568 2.486  0.01
19 C -2.369 -0.848 3.522  0.00
20 C -3.731 -0.718 3.309  0.00
21 C -4.188 -0.310 2.063  0.01
22 C -3.261 -0.039 1.079  0.02
23 N -1.946 -0.170 1.292  0.14
24 H 0.287 -0.354 3.643  0.00
25 H 0.190 -1.837 2.717  0.00
26 H 2.272 -1.757 1.724  0.00
27 H 2.445 -0.663 0.346  0.00
28 H 1.993 -3.904 0.557  0.00
29 H 0.589 -5.311 -0.940  0.00
30 H -1.304 -4.240 -2.176  0.00
31 H -1.697 -1.806 -1.867  0.00
32 H 2.302 1.311 1.306  0.00
33 H 2.292 0.639 2.945  0.00
34 H 2.063 2.821 4.102  0.00
35 H 0.539 4.698 4.699  0.00
36 H -1.624 4.931 3.467  0.00
37 H -2.151 3.294 1.673  0.00
38 H -1.986 -1.166 4.483  0.00
39 H -4.430 -0.930 4.107  0.00
40 H -5.243 -0.195 1.858  0.00
41 H -3.562 0.297 0.095  0.01
42 C -0.876 -4.517 -5.797  0.04
43 C 0.460 -4.633 -5.426  0.00
44 C 1.124 -3.550 -4.872  0.04
45 C 0.431 -2.349 -4.714  0.09
46 C -0.914 -2.227 -5.069  0.03
47 C -1.562 -3.319 -5.620  0.00
48 As 1.344 -0.838 -4.026  0.44
49 C 1.648 0.677 -5.121  0.07
50 C 0.737 1.463 -5.813  0.04
51 C 1.220 2.521 -6.571  0.00
52 C 2.584 2.779 -6.608  0.04
53 C 3.488 1.993 -5.896  0.01
54 C 3.030 0.933 -5.133  0.02
55 C 3.873 0.007 -4.337  0.02
56 C 5.252 0.070 -4.202  0.00
57 C 5.915 -0.872 -3.421  0.03
58 C 5.222 -1.882 -2.763  0.00
59 C 3.842 -1.963 -2.883  0.03
60 C 3.190 -1.031 -3.681  0.04
61 H -1.385 -5.364 -6.236  0.00
62 H 0.988 -5.564 -5.584  0.00
63 H 2.169 -3.632 -4.602  0.00
64 H -1.443 -1.290 -4.939  0.00
65 H -2.596 -3.236 -5.925  0.00
66 H -0.325 1.254 -5.783  0.00
67 H 0.535 3.140 -7.134  0.00
68 H 2.955 3.602 -7.204  0.00
69 H 4.547 2.209 -5.960  0.00
70 H 5.821 0.837 -4.710  0.00
71 H 6.992 -0.819 -3.331  0.00
72 H 5.760 -2.607 -2.168  0.00
73 H 3.290 -2.749 -2.380  0.00
74 F 5.131 3.487 0.094  0.05
75 C 3.884 3.230 -0.259  0.13
76 C 3.644 2.185 -1.150  -0.01
77 C 2.345 1.926 -1.511  0.11
78 C 1.261 2.681 -0.984  0.09
79 C -0.083 2.366 -1.351  0.34
80 C 1.563 3.744 -0.094  0.10
81 C 2.860 4.020 0.262  0.00
82 H 4.477 1.623 -1.552  0.00
83 H 2.135 1.142 -2.225  0.01
84 H -0.217 1.840 -2.297  0.04
85 H -0.878 3.051 -1.083  0.03
86 H 0.758 4.358 0.290  0.00
87 H 3.109 4.842 0.920  0.00

=====

DFT (ωB97M-V/def2-TZVPD) results for C43H37GeN2O3STc as an isolated structure in a non-equilibrium geometry.

Highest occupied orbital energy = -17.780 eV
Charge = +4
Electronic energy = -4550.3984 hartree

Each line ends with the Mulliken charge.
Element x y z (Å)
1 Tc -0.974 -0.378 -0.008  0.88
2 O -0.850 3.651 5.514  -0.49
3 C -1.010 4.266 4.264  -0.58
4 C -0.917 3.209 3.206  0.29
5 C -1.218 3.489 1.873  -0.99
6 C -1.132 2.485 0.938  -0.41
7 N -0.758 1.233 1.262  -0.17
8 C -0.450 0.951 2.553  0.16
9 C -0.523 1.912 3.536  -0.61
10 C -0.043 -0.449 2.777  0.59
11 C 0.383 -0.961 3.982  -0.36
12 C 0.776 -2.298 4.067  0.25
13 C 1.241 -2.879 5.369  -0.65
14 O 1.387 -4.261 5.204  -0.52
15 C 0.732 -3.074 2.911  -0.87
16 C 0.278 -2.509 1.742  -0.61
17 N -0.112 -1.225 1.666  0.15
18 H -0.932 4.302 6.220  0.34
19 H -0.226 5.009 4.066  0.36
20 H -1.974 4.777 4.165  0.39
21 H -1.531 4.478 1.566  0.50
22 H -1.376 2.656 -0.102  0.57
23 H -0.308 1.684 4.569  0.67
24 H 0.408 -0.332 4.862  0.59
25 H 0.516 -2.618 6.149  0.41
26 H 2.190 -2.393 5.636  0.33
27 H 1.606 -4.679 6.044  0.35
28 H 1.023 -4.114 2.945  0.55
29 H 0.205 -3.082 0.826  0.64
30 O -2.715 -0.825 -0.682  -0.58
31 S -3.766 -1.242 -1.816  -0.02
32 C -4.007 -2.976 -1.502  0.58
33 C -4.850 -3.622 -2.395  -0.53
34 C -5.105 -4.971 -2.201  -0.61
35 C -4.519 -5.646 -1.138  -0.58
36 C -3.675 -4.981 -0.262  -0.63
37 C -3.407 -3.630 -0.438  -0.25
38 C -5.268 -0.523 -1.308  0.64
39 C -5.807 0.424 -2.177  -0.36
40 C -7.030 0.995 -1.860  -0.65
41 C -7.678 0.626 -0.691  -0.42
42 C -7.123 -0.320 0.174  -0.71
43 C -5.915 -0.911 -0.133  -0.29
44 H -5.315 -3.096 -3.220  0.42
45 H -5.764 -5.490 -2.883  0.44
46 H -4.731 -6.697 -0.994  0.43
47 H -3.228 -5.507 0.571  0.45
48 H -2.764 -3.105 0.255  0.56
49 H -5.290 0.694 -3.090  0.40
50 H -7.478 1.719 -2.528  0.43
51 H -8.636 1.067 -0.449  0.44
52 H -7.651 -0.605 1.073  0.42
53 H -5.493 -1.677 0.505  0.44
54 C 0.387 -0.346 -0.994  0.25
55 Ge 2.236 -0.548 -1.400  -0.10
56 C 2.833 -0.931 -3.253  0.83
57 C 1.855 -0.988 -4.307  -0.09
58 C 2.146 -1.657 -5.461  -0.96
59 C 3.433 -2.184 -5.658  -0.35
60 C 4.424 -2.106 -4.679  -1.07
61 C 4.153 -1.452 -3.504  0.20
62 C 3.066 0.811 -2.619  0.65
63 C 2.363 1.668 -3.531  0.01
64 C 2.976 2.789 -4.026  -0.92
65 C 4.308 3.051 -3.691  -0.34
66 C 5.028 2.227 -2.817  -0.95
67 C 4.451 1.084 -2.333  0.03
68 C 3.252 -1.321 0.011  0.49
69 C 3.323 -0.633 1.227  -0.26
70 C 4.040 -1.187 2.275  -0.68
71 C 4.670 -2.417 2.116  -0.63
72 C 4.589 -3.103 0.911  -0.80
73 C 3.885 -2.554 -0.152  -0.16
74 H 0.858 -0.600 -4.143  0.45
75 H 1.398 -1.775 -6.233  0.49
76 H 3.660 -2.658 -6.606  0.47
77 H 5.400 -2.536 -4.857  0.51
78 H 4.912 -1.391 -2.738  0.41
79 H 1.328 1.473 -3.770  0.35
80 H 2.441 3.457 -4.688  0.49
81 H 4.805 3.913 -4.122  0.48
82 H 6.041 2.488 -2.542  0.49
83 H 5.003 0.448 -1.654  0.40
84 H 2.837 0.329 1.357  0.53
85 H 4.123 -0.653 3.212  0.50
86 H 5.237 -2.841 2.935  0.49
87 H 5.081 -4.059 0.795  0.49
88 H 3.820 -3.101 -1.086  0.53

=====

DFT (ωB97M-V/def2-TZVPD) results for C43H37IrN4O2P2S3Te as an isolated structure in a non-equilibrium geometry.

Highest occupied orbital energy = -7.171 eV
Electronic energy = -4279.9698 hartree

Each line ends with the Mulliken charge.
Element x y z (Å)
1 Ir -0.985 -0.789 1.033  0.56
2 S -1.103 1.256 2.376  -0.78
3 P -0.938 2.061 0.494  1.37
4 C -0.406 0.686 -0.320  -0.53
5 P -0.325 -0.207 -1.765  1.17
6 S -0.600 -2.079 -0.998  -0.75
7 C 1.281 -0.031 -2.598  0.21
8 C 2.088 -1.138 -2.836  -0.53
9 C 3.365 -0.972 -3.355  -0.71
10 C 3.836 0.298 -3.644  -0.68
11 C 3.028 1.408 -3.421  -0.85
12 C 1.756 1.245 -2.898  0.26
13 C -1.526 0.078 -3.102  0.56
14 C -2.861 -0.244 -2.850  -0.66
15 C -3.832 -0.003 -3.804  -0.74
16 C -3.481 0.550 -5.030  -0.63
17 C -2.154 0.843 -5.300  -0.77
18 C -1.176 0.604 -4.342  -0.37
19 C 0.141 3.515 0.354  0.60
20 C -0.328 4.803 0.608  -0.86
21 C 0.535 5.884 0.525  -0.69
22 C 1.867 5.691 0.181  -0.56
23 C 2.338 4.411 -0.073  -0.88
24 C 1.478 3.327 0.021  0.05
25 C -2.542 2.775 0.011  -0.06
26 C -2.753 3.028 -1.344  -0.09
27 C -3.976 3.513 -1.779  -0.67
28 C -4.989 3.759 -0.859  -0.61
29 C -4.777 3.520 0.491  -0.73
30 C -3.556 3.022 0.927  -0.26
31 H 1.725 -2.127 -2.583  0.45
32 H 3.998 -1.837 -3.510  0.45
33 H 4.836 0.428 -4.038  0.42
34 H 3.393 2.402 -3.648  0.45
35 H 1.139 2.116 -2.705  0.49
36 H -3.128 -0.727 -1.916  0.53
37 H -4.863 -0.262 -3.598  0.46
38 H -4.240 0.735 -5.779  0.39
39 H -1.873 1.251 -6.263  0.44
40 H -0.144 0.828 -4.573  0.39
41 H -1.367 4.967 0.865  0.42
42 H 0.165 6.882 0.724  0.42
43 H 2.535 6.539 0.112  0.39
44 H 3.375 4.254 -0.342  0.47
45 H 1.835 2.320 -0.177  0.59
46 H -1.970 2.820 -2.066  0.34
47 H -4.141 3.691 -2.834  0.47
48 H -5.946 4.134 -1.198  0.40
49 H -5.567 3.705 1.206  0.45
50 H -3.396 2.792 1.974  0.46
51 N 3.291 -3.167 5.100  -0.52
52 C 1.963 -3.261 4.693  0.83
53 C 1.342 -4.509 4.597  -0.72
54 C 0.048 -4.622 4.124  -0.57
55 C -0.642 -3.478 3.744  0.02
56 C -0.054 -2.226 3.874  -1.31
57 C 1.249 -2.117 4.331  -1.15
58 S -2.324 -3.614 3.221  0.97
59 O -2.497 -4.884 2.570  -0.70
60 O -3.149 -3.255 4.341  -0.66
61 N -2.208 -2.411 2.107  -0.01
62 C -3.344 -1.932 1.558  0.24
63 N -3.057 -0.851 0.768  0.41
64 C -4.049 -0.182 0.198  -0.13
65 C -5.358 -0.588 0.365  -1.43
66 C -5.556 -1.737 1.135  -0.46
67 N -4.582 -2.408 1.718  -0.57
68 H 3.628 -3.940 5.651  0.21
69 H 3.563 -2.276 5.483  0.22
70 H 1.891 -5.399 4.885  0.33
71 H -0.423 -5.590 4.024  0.47
72 H -0.660 -1.336 3.663  1.32
73 H 1.707 -1.140 4.421  0.77
74 H -3.781 0.670 -0.415  0.90
75 H -6.174 -0.049 -0.091  0.49
76 H -6.555 -2.135 1.280  0.43
77 C 2.881 0.016 0.679  0.50
78 Te 1.469 -1.035 1.884  0.26
79 C 2.332 -2.770 0.987  -1.21
80 C 3.703 -2.340 0.540  0.48
81 C 4.697 -3.269 0.250  -0.74
82 C 5.948 -2.852 -0.176  -0.70
83 C 6.219 -1.497 -0.308  -0.69
84 C 5.236 -0.566 -0.015  -0.64
85 C 3.976 -0.978 0.402  0.46
86 H 3.235 0.899 1.207  0.87
87 H 2.372 0.321 -0.228  -1.21
88 H 1.689 -3.046 0.150  0.44
89 H 2.359 -3.588 1.704  0.66
90 H 4.488 -4.326 0.367  0.51
91 H 6.716 -3.584 -0.391  0.42
92 H 7.199 -1.166 -0.629  0.44
93 H 5.443 0.493 -0.118  0.49